No. 1
Below is 2 unconnected molecules or ions with the total composition CH2N2P2 at a distorted geometry, with properties calculated with ωB97M-V/def2-TZVPD.

Last column: Mulliken charge in e.
Geometry (Å):
C  -3.12147  -0.31913  -0.03568  -0.142
N  -3.97380  -0.80464  0.55237  -0.352
N  0.02436  -0.20721  -0.62746  -0.144
P  0.12114  -1.75720  -0.38496  0.181
P  -1.15997  0.80846  -1.08772  0.259
H  1.52900  -1.77871  -0.17132  0.078
H  -0.99369  1.66656  0.01957  0.120

Output
E_LUMO, eV: -1.93
Gap between HOMO and LUMO, Ha: 0.31104

No. 2
Below is 2 unconnected molecules or ions with the total composition C10H10FNO3 at a distorted geometry, with properties calculated with ωB97M-V/def2-TZVPD.

Last column: Mulliken charge in e.
Geometry (Å):
C  -3.44961  1.53168  -0.38232  -0.515
C  -2.42528  2.20153  0.17597  -0.368
C  -3.40072  0.13791  -0.38357  -0.530
C  -1.26052  1.56365  0.54503  -0.406
C  -2.27034  -0.52159  -0.02069  -0.447
C  -1.24853  0.21279  0.49191  0.809
C  -0.01073  -0.46212  0.82975  0.157
C  2.59030  -2.42777  0.04900  -1.092
C  2.68159  -0.90260  0.19225  -0.568
C  1.63743  -0.22844  -0.57156  0.160
N  1.74509  1.15848  -0.72979  1.032
O  2.29634  1.78630  0.15270  -0.609
O  0.29298  -1.00606  1.81646  -0.382
O  1.22389  1.68506  -1.68996  -0.597
F  1.21548  -0.93932  -1.68554  -0.337
H  -4.24196  2.22575  -0.59066  0.359
H  -2.46473  3.27683  0.37695  0.346
H  -4.10475  -0.51668  -0.98470  0.275
H  -0.46812  2.15155  0.97289  0.433
H  -2.29032  -1.58215  -0.03515  0.442
H  1.58983  -2.68947  -0.35480  0.313
H  3.49449  -2.63758  -0.54894  0.353
H  2.56903  -2.76874  1.04425  0.282
H  3.68916  -0.61519  0.06782  0.618
H  2.61001  -0.63384  1.26269  0.271

Output
E_LUMO, eV: -0.70
Gap between HOMO and LUMO, Ha: 0.31166

No. 3
Below is a molecular structure, C22H49N2OP3SeTl at a distorted geometry, with properties calculated with ωB97M-V/def2-TZVPD.

Last column: Mulliken charge in e.
Geometry (Å):
Tl  -2.46252  1.75441  -0.79164  0.940
P  -1.86603  -2.51802  0.18235  0.977
P  1.89457  -0.17937  1.60870  0.878
P  1.51316  -1.16117  -1.39828  0.626
H  -3.04376  4.63587  -6.60181  0.416
C  -3.14458  3.71532  -7.19058  -0.723
C  -4.03741  2.76625  -6.87965  -0.486
H  -4.83352  2.89304  -6.13817  0.304
C  -3.33881  -1.85640  0.94446  -0.783
C  -0.91490  -3.41166  1.41964  -0.828
C  -2.41677  -3.60811  -1.12061  -1.144
C  3.28035  1.03578  1.49732  -1.329
C  1.55261  0.11429  3.38735  -1.303
C  2.94346  -1.69545  1.83839  -1.327
C  0.63090  -1.10472  -3.02152  -0.709
C  1.72039  -3.01241  -1.38254  -1.192
C  3.20879  -0.78428  -1.97573  -1.352
H  -2.48176  3.58724  -8.04876  0.310
H  -3.97315  1.79415  -7.37158  0.282
H  -3.86228  -1.19962  0.23624  0.353
H  -3.09201  -1.29108  1.85213  0.117
H  -4.00873  -2.69966  1.18982  0.442
H  -0.72079  -2.77468  2.29331  0.101
H  0.05578  -3.70721  1.00024  0.265
H  -1.44749  -4.31273  1.75301  0.495
H  -3.17579  -3.08416  -1.72097  0.392
H  -2.86302  -4.50891  -0.67362  0.456
H  -1.57818  -3.87879  -1.77840  0.328
H  3.95954  0.88067  2.34648  0.450
H  2.86112  2.04819  1.54607  0.391
H  3.81916  0.91835  0.55101  0.328
H  2.49953  0.06370  3.94006  0.565
H  0.86882  -0.64513  3.78037  0.315
H  1.10214  1.10210  3.53976  0.346
H  3.56002  -1.55157  2.73781  0.469
H  3.60051  -1.88661  0.97824  0.410
H  2.29777  -2.57197  1.99138  0.290
H  1.20922  -1.67036  -3.76784  0.414
H  0.54632  -0.06331  -3.36128  0.209
H  -0.38262  -1.52053  -2.91627  0.252
H  2.28215  -3.29835  -2.28293  0.549
H  0.74937  -3.52900  -1.39212  0.216
H  2.28782  -3.32747  -0.49748  0.311
H  3.47499  -1.51708  -2.74193  0.494
H  3.91808  -0.87007  -1.14805  0.352
H  3.23679  0.22616  -2.38733  0.318
C  0.51817  2.67641  -3.28749  0.737
C  -0.77580  2.37780  -3.77068  -0.209
C  -1.21316  2.86884  -4.99967  -0.525
C  -0.35388  3.59673  -5.81882  -0.169
C  0.93372  3.88433  -5.34454  -0.687
C  1.38610  3.45106  -4.10031  -0.614
Se  0.89174  1.99092  -1.58677  0.126
H  -0.93576  -1.56876  -0.36326  -0.428
H  -1.40236  1.73299  -3.12557  0.177
H  -2.22199  2.70044  -5.35997  0.215
H  -0.68822  3.92403  -6.80223  0.310
H  1.56636  4.47199  -5.99267  0.405
H  2.37518  3.71113  -3.72408  0.484
C  -2.03158  3.51061  2.24180  -0.410
N  -2.17021  2.88196  3.54535  0.124
C  -2.26405  3.75146  4.71621  -0.949
C  -2.07707  1.51056  3.51962  0.318
O  -1.84307  0.94614  2.41116  -0.596
N  -2.21128  0.79816  4.69235  0.331
C  -2.93721  1.25458  5.86742  -1.170
C  -1.93390  -0.62890  4.69628  -0.763
H  -2.06513  4.60296  2.40428  0.308
H  -2.84079  3.17132  1.55660  -0.132
H  -1.08442  3.20573  1.75941  0.199
H  -3.27253  3.74181  5.15342  0.320
H  -1.53536  3.48716  5.49682  0.338
H  -2.06252  4.77560  4.38605  0.337
H  -3.85066  1.78971  5.57850  0.364
H  -3.20857  0.37706  6.46838  0.425
H  -2.30372  1.90944  6.47867  0.315
H  -1.48584  -0.94545  3.75283  -0.220
H  -1.23300  -0.86563  5.51769  0.417
H  -2.85060  -1.22504  4.87318  0.437

Output
Charge: +3
E_LUMO (alpha / beta), eV: -11.68 / -11.69
Gap between HOMO and LUMO (alpha / beta), Ha: 0.14677 / 0.14584

No. 4
Below is a molecular structure, C27H33Co2O8Si2 at a distorted geometry, with properties calculated with ωB97M-V/def2-TZVPD.

Last column: Mulliken charge in e.
Geometry (Å):
C  2.07668  1.54320  -0.56528  -1.197
Si  0.32689  1.67329  0.04277  1.037
C  -0.08792  3.14845  1.07681  -0.814
C  -0.71110  1.56669  -1.48336  -1.112
O  0.35384  0.30303  1.07757  -0.151
C  -0.56464  -0.64855  1.30189  0.653
C  -1.86944  -0.41842  0.88814  -0.105
O  -2.34907  0.84936  0.90669  -0.476
Si  -3.92783  1.44270  0.68872  0.549
C  -3.86172  3.19894  1.31343  -1.222
C  -4.28898  1.27758  -1.12368  -1.000
C  -5.17393  0.50282  1.69755  -1.246
C  -2.71235  -1.50306  0.31763  -0.085
C  -2.34187  -2.86639  0.88147  -1.051
C  -0.82586  -3.04906  0.88535  -0.712
C  -0.16327  -1.98596  1.75596  0.979
H  2.25798  2.38777  -1.24397  0.497
H  2.81612  1.55484  0.24266  0.278
H  2.18716  0.59860  -1.11609  0.226
H  0.60522  3.94355  0.75857  0.393
H  -1.11165  3.49005  0.87950  0.149
H  0.02963  2.98546  2.15630  0.087
H  -0.08680  1.96891  -2.29396  0.570
H  -1.00098  0.55321  -1.77364  0.271
H  -1.60431  2.19242  -1.43616  0.060
H  -4.73757  3.37188  1.95955  0.405
H  -2.96644  3.39027  1.92072  0.309
H  -3.90286  3.93405  0.49569  0.316
H  -5.29125  1.70266  -1.27956  0.462
H  -3.56720  1.80917  -1.75329  0.320
H  -4.30348  0.22311  -1.43321  0.260
H  -6.03572  1.17315  1.84049  0.432
H  -5.51647  -0.41513  1.20332  0.356
H  -4.76008  0.25447  2.68287  0.330
H  -3.78596  -1.32537  0.48132  -0.088
H  -2.52182  -1.50291  -0.77801  0.173
H  -2.70831  -2.94679  1.91130  0.342
H  -2.83187  -3.65839  0.30196  0.418
H  -0.57391  -4.03197  1.29700  0.418
H  -0.43045  -2.96848  -0.14001  0.281
H  0.92571  -2.07908  1.75728  -1.830
H  -0.53828  -2.10202  2.78529  0.366
O  2.03757  -4.52360  2.93771  -0.458
C  2.64643  -3.68056  2.43520  0.286
Co  3.57709  -2.45379  1.54244  1.084
C  4.38324  -3.65773  0.65400  -0.162
O  4.82412  -4.51469  0.01513  -0.462
C  2.78318  -1.89954  0.02225  0.566
O  2.36318  -1.62756  -1.02387  -0.559
C  4.52993  -0.90993  2.81561  0.201
C  3.83170  -0.00154  3.68318  -0.281
C  2.74735  0.78097  3.22807  0.403
C  2.05022  1.57924  4.12521  -0.358
C  2.47354  1.67612  5.46120  -0.702
C  3.49995  0.84996  5.93807  -0.713
C  4.16454  -0.00329  5.05691  -0.691
C  4.91839  -2.26150  3.15945  0.592
C  4.31403  -3.10902  4.06554  -1.225
Co  5.98128  -1.47569  2.03618  0.296
C  5.63523  -0.74533  0.46770  -0.030
O  5.51360  -0.16118  -0.52318  -0.392
C  6.83052  -2.99392  1.86281  0.040
O  7.44803  -3.97045  1.79705  -0.406
C  7.34558  -0.49159  2.62898  0.148
O  8.26209  0.10129  3.00321  -0.386
H  2.42859  0.70004  2.18740  0.279
H  1.18361  2.14064  3.77226  0.182
H  1.98088  2.38739  6.13034  0.366
H  3.80467  0.89158  6.98804  0.329
H  4.94105  -0.68023  5.42540  0.430
H  4.76667  -4.09182  4.21320  0.355
H  3.60028  -2.66957  4.77265  0.418

Output
Charge: -1
E_LUMO, eV: 2.23
Gap between HOMO and LUMO, Ha: 0.19389

No. 5
Below is 3 unconnected molecules or ions with the total composition CH2INO4 at a distorted geometry, with properties calculated with ωB97M-V/def2-TZVPD.

Last column: Mulliken charge in e.
Geometry (Å):
C  -0.44144  1.84050  -0.12577  0.245
N  0.47614  -0.44853  -0.96240  1.009
O  -1.11323  1.87218  -1.11440  -0.495
O  1.27875  -0.05777  -1.68828  -0.344
O  0.34396  0.91566  0.28522  -0.391
O  -0.17893  -1.40628  -0.84844  -0.365
I  0.66050  -2.62214  2.38426  -0.096
H  -0.41532  2.67519  0.61304  0.338
H  -0.61042  -2.76881  1.45676  0.098

Output
E_LUMO, eV: -1.78
Gap between HOMO and LUMO, Ha: 0.31068

No. 6
Below is a molecular structure, C20H19F3N3NaO5S at a distorted geometry, with properties calculated with ωB97M-V/def2-TZVPD.

Last column: Mulliken charge in e.
Geometry (Å):
Na  0.52901  -0.05509  -0.56890  0.965
O  2.85829  0.55037  -0.91325  -0.656
C  3.44255  1.66618  -0.99426  0.268
C  4.88144  1.84415  -1.20079  -0.706
C  5.47578  3.06817  -1.14869  -0.293
C  4.74383  4.23941  -0.87601  -0.579
C  3.36193  4.15544  -0.77259  -0.576
C  2.69676  2.93906  -0.80798  0.884
C  1.25649  3.02478  -0.80887  -0.369
N  0.38360  2.13770  -1.06856  -0.155
N  -0.94923  2.57761  -1.04829  -0.580
C  -1.80760  1.57367  -1.00182  0.369
O  -1.60583  0.34601  -0.99848  -0.969
C  -3.26234  2.06541  -0.92842  0.313
C  -3.54792  3.41474  -0.75547  -0.250
C  -4.81042  3.86374  -0.42864  -0.415
C  -5.90004  2.97621  -0.38866  -0.360
C  -5.64425  1.64330  -0.66862  -0.437
C  -4.35504  1.19192  -0.92296  -0.236
H  5.49241  0.98279  -1.45490  0.331
H  6.57246  3.13255  -1.17758  0.260
H  5.24884  5.20687  -0.73520  0.296
H  2.74501  5.02802  -0.57068  0.244
H  0.89206  4.05976  -0.58374  0.111
H  -2.70073  4.13348  -0.71821  0.308
H  -4.91594  4.95175  -0.22088  0.284
H  -6.88376  3.35649  -0.12785  0.355
H  -6.45141  0.92920  -0.55399  0.327
H  -4.20493  0.08603  -1.00285  0.265
F  -1.79648  -0.68357  3.77729  -0.261
C  -1.14672  0.47056  3.48872  0.531
F  -1.79110  0.93231  2.39659  -0.210
F  -1.35782  1.31895  4.48556  -0.246
S  0.65470  0.22402  3.12541  1.129
O  0.97786  -0.85671  4.02752  -0.715
O  1.20888  1.51158  3.47414  -0.719
O  0.59620  -0.15452  1.74553  -0.548
C  1.78169  -4.84400  0.64317  -1.640
C  0.59234  -5.02752  -0.30662  2.137
C  0.78383  -6.28894  -1.16209  -1.654
C  -0.71157  -5.15112  0.49001  -1.637
C  0.55279  -3.88568  -1.21321  -0.154
N  0.48641  -2.96004  -1.89407  -0.508
H  1.84247  -5.65194  1.35126  0.411
H  1.72422  -3.91043  1.17287  0.415
H  2.69132  -4.84927  0.02424  0.372
H  0.71679  -7.21874  -0.61011  0.404
H  1.74814  -6.23018  -1.68620  0.374
H  -0.01496  -6.34718  -1.93999  0.359
H  -0.63364  -6.00837  1.16626  0.407
H  -1.57467  -5.25718  -0.14821  0.394
H  -0.87170  -4.22176  1.03904  0.361

Output
Charge: -2
E_LUMO, eV: 3.73
Gap between HOMO and LUMO, Ha: 0.16635

No. 7
Below is C15H12BrN3S in the gas phase at a distorted geometry, with properties calculated with ωB97M-V/def2-TZVPD.

Last column: Mulliken charge in e.
Geometry (Å):
S  0.00467  -2.20064  -0.39467  -0.298
C  0.33318  -0.65160  0.04195  0.137
N  -0.72647  -0.07944  0.72974  -0.493
C  -0.51967  1.07591  1.31022  0.366
C  -1.63527  1.65597  2.10397  0.539
C  -2.97266  1.48278  1.67808  -0.334
C  -4.01116  2.10473  2.37065  -0.481
C  -3.70207  2.79143  3.61174  -0.450
C  -2.40318  2.97177  3.98529  -0.580
C  -1.36096  2.37831  3.24946  -0.380
N  0.66888  1.74502  1.14568  -0.186
C  1.69864  1.36880  0.14302  -0.587
N  1.63472  -0.09229  -0.10160  0.257
C  2.53049  -0.73112  -0.82790  -0.630
C  2.49593  -0.50289  -2.17510  0.155
C  3.54731  -1.02730  -2.91074  -0.276
C  4.47506  -1.89654  -2.38840  -0.219
Br  5.92796  -2.68110  -3.44929  -0.195
C  4.26827  -2.28412  -1.09441  -0.328
C  3.34752  -1.65406  -0.28174  -0.152
H  -3.35522  0.94674  0.78570  0.362
H  -5.02679  2.09416  2.00414  0.385
H  -4.47166  3.30411  4.15164  0.372
H  -2.14452  3.52488  4.86731  0.383
H  -0.31416  2.46423  3.61910  0.327
H  0.89744  2.62035  1.60174  0.248
H  2.74774  1.70359  0.38768  0.352
H  1.59855  1.86928  -0.82501  0.382
H  1.67184  0.12095  -2.62471  0.350
H  3.51191  -0.76689  -4.02601  0.272
H  4.93767  -2.96809  -0.59760  0.382
H  3.27969  -1.75324  0.84376  0.320

Output
SMILES: S=C1N=C(c2ccccc2)NCN1c1ccc(Br)cc1
E_LUMO, eV: -0.13
Gap between HOMO and LUMO, Ha: 0.27914

No. 8
Below is C6H10N2 in the gas phase at a distorted geometry, with properties calculated with ωB97M-V/def2-TZVPD.

Last column: Mulliken charge in e.
Geometry (Å):
N  1.78814  0.40907  -0.70160  -0.797
C  1.12854  0.01078  0.58861  0.036
C  0.25338  -1.34546  0.34767  -0.708
C  -1.32046  -1.13351  -0.02693  -0.385
C  -1.83459  0.00542  -0.29774  -0.400
C  -0.82729  0.92876  -0.41662  -0.217
N  -0.58823  2.18509  0.30991  -0.785
C  -0.07471  0.96082  0.89860  -0.613
H  2.58394  -0.28878  -0.71328  0.278
H  1.30058  0.04824  -1.62500  0.323
H  1.86257  -0.05256  1.44380  0.407
H  0.77097  -2.05415  -0.43660  0.314
H  0.30669  -2.07480  1.16247  0.380
H  -1.98706  -1.98053  0.00552  0.392
H  -2.89606  0.09580  -0.73346  0.274
H  -0.12959  1.00738  -1.20172  0.481
H  0.19556  2.58473  -0.29000  0.372
H  -0.53236  0.69367  1.68638  0.646

Output
SMILES: N[C@@H]1CC=C[C@H]2N[C@H]12
E_LUMO, eV: 0.98
Gap between HOMO and LUMO, Ha: 0.35630